Computed, not measured: a 4-piece molecular cluster, C37H83N4O4P2S overall at a distorted geometry, with ωB97M-V with the def2-TZVPD basis set.

The value obtained for the LUMO energy is -3.70 eV. The value obtained for the max |F| is 4.0 eV Å⁻¹. The total energy comes out at -3060.01095 Ha. The value obtained for the energy above the lowest of the compared OMol25 structures with the same formula, charge and spin is 0.0 kcal/mol. The HOMO-LUMO gap comes out at 5.48 eV. Its total charge is +1.

Each line ends with the Löwdin charge.
Atoms and positions in Å:
C  0.05355  -4.60931  3.84284  -0.077
C  0.60391  -3.25093  4.37848  -0.194
C  -0.43623  -2.55534  5.31727  -0.094
N  -0.99418  -1.26494  4.82717  0.019
C  -2.26887  -1.25310  4.67428  0.039
C  -2.76258  0.11468  4.23276  -0.399
P  -3.98633  0.27624  2.82559  0.968
C  -3.34867  -0.53504  1.26894  -0.278
C  -5.51376  -0.72304  3.28748  -0.404
C  -6.64904  0.28084  3.66443  -0.182
C  -1.46715  1.02549  4.26342  -0.517
S  -1.23567  2.29805  2.96886  0.807
C  -0.28008  0.01980  4.55132  -0.342
C  0.74303  -0.00877  3.40116  -0.196
C  0.21912  -0.63113  2.07832  -0.193
P  1.68155  -0.71317  0.95377  0.559
O  2.29657  0.60049  0.71252  -0.244
O  1.31743  -1.56347  -0.37528  -0.194
C  0.82653  -0.76833  -1.48310  -0.244
C  -0.22392  0.30150  -1.12451  -0.087
O  2.74505  -1.65654  1.78666  -0.227
C  3.99506  -0.99162  2.04506  -0.287
C  4.96513  -2.00852  2.70871  -0.069
C  0.31710  0.38584  5.95137  -0.029
C  1.60214  1.29123  5.73726  -0.257
C  1.25252  2.77200  5.14174  -0.043
O  1.72516  2.36093  6.59884  -0.073
H  -0.45257  -5.14927  4.65978  0.079
H  -0.61740  -4.49342  2.97787  0.079
H  0.93303  -5.23335  3.55938  0.060
H  1.01649  -2.61663  3.58583  0.069
H  1.46061  -3.53115  5.01967  0.117
H  -1.27162  -3.25983  5.44857  0.119
H  0.01136  -2.44961  6.31897  0.128
H  -2.96500  -2.07652  4.84483  0.160
H  -3.34426  0.44651  5.12207  0.133
H  -4.23205  -0.73871  0.64181  0.049
H  -2.82601  -1.48586  1.46225  0.040
H  -2.72715  0.20541  0.74729  0.005
H  -5.89106  -1.30107  2.42876  0.078
H  -5.31795  -1.36552  4.16525  0.064
H  -6.86595  0.97293  2.83374  0.069
H  -6.36369  0.86681  4.55576  0.066
H  -7.58836  -0.23876  3.91300  0.073
H  -1.66632  1.64576  5.14940  0.090
H  -2.36661  2.33126  2.21469  -0.144
H  1.58138  -0.65036  3.74505  0.109
H  1.18731  0.96570  3.16305  0.094
H  -0.59658  -0.04097  1.64158  0.038
H  -0.17957  -1.65748  2.20969  0.092
H  0.32109  -1.47970  -2.16012  0.123
H  1.63852  -0.32944  -2.08791  0.128
H  0.18935  1.20988  -0.66329  0.081
H  -1.04407  -0.14769  -0.53894  0.053
H  -0.68972  0.61762  -2.07757  0.072
H  4.48748  -0.68012  1.11178  0.122
H  3.90548  -0.14225  2.74405  0.110
H  5.15060  -2.78948  1.94774  0.079
H  5.94993  -1.55051  2.89904  0.083
H  4.54825  -2.46317  3.61923  0.070
H  -0.34231  0.98753  6.58642  0.138
H  0.77775  -0.46276  6.48383  0.123
H  2.52465  0.80332  5.36626  0.154
H  2.06677  2.56239  4.35291  0.084
H  1.69587  3.76107  5.36716  0.138
C  -5.24985  5.13378  -3.65289  -0.088
C  -3.85052  4.53596  -3.68208  -0.271
N  -3.83357  3.10058  -3.91083  -0.196
C  -2.53160  2.49945  -3.67444  -0.263
C  -1.37471  2.91259  -4.58865  -0.081
C  -4.52920  2.63603  -5.10226  -0.245
C  -4.07823  3.18821  -6.45820  -0.080
H  -5.87390  4.63541  -2.90870  0.078
H  -5.19220  6.19125  -3.38992  0.075
H  -5.74428  5.06795  -4.62307  0.066
H  -3.38816  4.73816  -2.71154  0.117
H  -3.25259  5.07852  -4.42992  0.096
H  -2.63083  1.40884  -3.70296  0.106
H  -2.24256  2.72747  -2.64096  0.102
H  -1.45170  2.45075  -5.57208  0.061
H  -0.42751  2.57607  -4.15653  0.068
H  -1.30776  3.99368  -4.71327  0.051
H  -5.59254  2.86229  -4.98289  0.101
H  -4.49171  1.54342  -5.13318  0.114
H  -3.90194  4.26438  -6.43336  0.055
H  -4.85359  3.00387  -7.20505  0.075
H  -3.17367  2.69760  -6.81572  0.057
C  3.12460  -6.30596  2.00444  -0.100
C  4.19919  -7.37966  2.08900  -0.271
N  4.20469  -8.09764  3.35098  -0.198
C  5.38690  -8.92943  3.53309  -0.249
C  5.58935  -10.10725  2.57577  -0.085
C  2.94453  -8.71050  3.74021  -0.250
C  2.31717  -9.73207  2.78565  -0.082
H  3.21220  -5.59755  2.83227  0.067
H  3.23204  -5.74814  1.07232  0.076
H  2.11934  -6.73250  2.01328  0.058
H  5.16616  -6.88479  1.96539  0.119
H  4.08594  -8.05720  1.23013  0.103
H  5.40291  -9.30337  4.56084  0.112
H  6.26468  -8.27865  3.45864  0.110
H  4.92316  -10.93727  2.80718  0.056
H  6.60926  -10.48613  2.67440  0.073
H  5.44771  -9.82522  1.53175  0.067
H  2.21473  -7.91030  3.90484  0.091
H  3.06171  -9.17002  4.72521  0.115
H  2.35542  -9.40981  1.74384  0.068
H  1.26479  -9.87604  3.04222  0.072
H  2.79635  -10.70648  2.86405  0.056
C  0.02529  9.06573  -8.08281  -0.090
C  1.06501  7.97075  -7.89008  -0.274
N  1.00923  7.33661  -6.58393  -0.197
C  2.15890  6.48840  -6.30764  -0.250
C  2.35882  5.24406  -7.17864  -0.087
C  -0.27848  6.78443  -6.19944  -0.248
C  -0.90304  5.71879  -7.10695  -0.082
H  0.10524  9.82398  -7.30189  0.080
H  0.18192  9.55597  -9.04504  0.074
H  -0.99192  8.67053  -8.08260  0.064
H  2.04968  8.43026  -8.01046  0.118
H  0.96112  7.24056  -8.70651  0.100
H  2.13047  6.18260  -5.25719  0.110
H  3.05713  7.10902  -6.39405  0.110
H  1.66113  4.44900  -6.91644  0.051
H  3.36406  4.84523  -7.02028  0.071
H  2.25953  5.46010  -8.24292  0.067
H  -0.98971  7.61126  -6.11205  0.102
H  -0.20676  6.38735  -5.18203  0.108
H  -0.82295  5.96968  -8.16563  0.073
H  -1.96720  5.61943  -6.87741  0.056
H  -0.45277  4.73964  -6.94729  0.046